The following is a DFT calculation (wB97M-V/def2-TZVPD) of a molecular structure, C37H29AuBF9N11P at a distorted geometry.

As for the total charge: +3. For the HOMO energy (alpha / beta), the calculation gives -16.92 / -16.89 eV. The spin multiplicity is 2. The calculation puts the orbital gap (alpha / beta) at 6.84 / 4.81 eV.

Cartesian coordinates (Å):
Au -0.882 -0.016 -0.069
C -4.936 -0.271 -1.535
C -4.003 0.177 -0.616
N -2.809 -0.373 -0.880
N -2.968 -1.194 -1.938
C -4.238 -1.138 -2.362
B -1.754 -2.068 -2.386
N -0.666 -1.163 -3.074
C -0.390 -0.924 -4.427
C 0.801 -0.227 -4.517
C 1.198 -0.087 -3.208
N 0.260 -0.675 -2.342
N -1.183 -2.656 -1.000
C -0.928 -3.959 -0.805
C -0.475 -4.161 0.484
C -0.453 -2.905 1.053
N -0.888 -1.996 0.168
N -2.160 -3.148 -3.291
C -3.115 -4.110 -3.125
C -3.044 -4.952 -4.207
C -2.006 -4.425 -5.003
N -1.470 -3.362 -4.454
H -5.985 -0.041 -1.572
H -4.141 0.807 0.248
H -4.566 -1.741 -3.190
H -1.062 -1.282 -5.188
H 1.321 0.070 -5.410
H 2.117 0.311 -2.812
H -1.104 -4.661 -1.601
H -0.206 -5.095 0.944
H -0.162 -2.616 2.051
H -3.748 -4.134 -2.255
H -3.664 -5.806 -4.412
H -1.625 -4.790 -5.943
N -2.840 4.400 -2.505
C -1.785 3.680 -2.122
C -1.940 2.563 -1.266
N -0.877 1.863 -0.886
C 0.330 2.251 -1.330
C 0.444 3.350 -2.178
N -0.580 4.063 -2.587
H -3.777 4.201 -2.211
H -2.692 5.187 -3.112
H -2.913 2.266 -0.927
H 1.197 1.727 -0.985
H 1.432 3.638 -2.520
F -0.379 -3.610 6.490
C 0.137 -2.397 6.727
F -0.720 -1.727 7.499
F 1.280 -2.547 7.389
C 0.343 -1.669 5.408
C 1.616 -1.469 4.901
C 1.774 -0.859 3.663
C 0.646 -0.463 2.943
C -0.636 -0.642 3.476
C -0.785 -1.248 4.706
P 0.852 0.467 1.435
C 0.725 2.208 1.859
C 1.854 2.881 2.337
C 1.735 4.183 2.798
C 0.498 4.807 2.791
C -0.635 4.136 2.347
C -0.521 2.838 1.883
C 0.363 6.229 3.311
F -0.614 6.873 2.662
F 0.063 6.217 4.610
F 1.496 6.909 3.143
C 2.417 0.071 0.633
C 2.763 -1.276 0.507
C 3.856 -1.651 -0.260
C 4.611 -0.679 -0.898
C 4.301 0.669 -0.751
C 3.205 1.046 0.004
C 5.761 -1.055 -1.815
F 6.881 -0.444 -1.441
F 5.468 -0.656 -3.067
F 5.969 -2.367 -1.834
H 2.481 -1.780 5.471
H 2.771 -0.700 3.274
H -1.515 -0.310 2.936
H -1.769 -1.392 5.131
H 2.821 2.397 2.370
H 2.605 4.712 3.163
H -1.597 4.629 2.375
H -1.412 2.314 1.565
H 2.184 -2.046 1.001
H 4.121 -2.694 -0.359
H 4.928 1.420 -1.214
H 2.992 2.098 0.131

=====

The following is a DFT calculation (wB97M-V/def2-TZVPD) of a molecular structure, C37H29Cl2N4O3SSbV at a distorted geometry.

As for the total charge: +1. For the HOMO energy (alpha / beta), the calculation gives -9.80 / -9.86 eV. The spin multiplicity is 3. The calculation puts the orbital gap (alpha / beta) at 6.81 / 6.82 eV.

Cartesian coordinates (Å):
V 0.226 0.108 -0.007
Cl 3.504 -3.551 4.579
C 2.997 -2.920 3.048
C 2.350 -1.688 3.030
C 1.906 -1.192 1.831
N 1.200 0.022 1.603
C 0.986 1.136 2.370
O 0.901 1.244 3.571
C 0.901 2.352 1.422
C 1.001 3.642 1.878
C 1.057 4.676 0.950
C 1.028 4.374 -0.399
C 0.917 3.047 -0.784
N 0.842 2.058 0.103
C 2.145 -1.875 0.618
C 2.789 -3.093 0.646
C 3.206 -3.614 1.871
Cl 3.993 -5.156 1.869
N 1.629 -1.179 -0.517
C 1.790 -1.553 -1.803
O 2.514 -2.412 -2.274
C 0.864 -0.737 -2.705
C 0.848 -0.899 -4.073
C -0.081 -0.195 -4.817
C -0.963 0.661 -4.170
C -0.878 0.789 -2.801
N 0.016 0.096 -2.072
H 2.179 -1.148 3.951
H 1.062 3.811 2.942
H 1.140 5.704 1.281
H 1.100 5.146 -1.153
H 0.899 2.764 -1.829
H 2.983 -3.639 -0.266
H 1.567 -1.577 -4.514
H -0.126 -0.315 -5.893
H -1.709 1.223 -4.715
H -1.536 1.451 -2.252
C -1.213 -2.760 -0.679
O -0.808 -1.848 0.361
H -1.847 -2.255 -1.408
H -1.742 -3.603 -0.244
H -0.306 -3.118 -1.156
H -1.567 -1.674 0.936
S -2.151 0.676 0.626
Sb -3.387 2.596 0.731
C -3.374 3.617 -1.077
C -4.391 3.509 -2.025
C -4.320 4.257 -3.193
C -3.235 5.092 -3.421
C -2.206 5.175 -2.492
C -2.275 4.443 -1.314
C -2.616 3.878 2.170
C -2.022 3.317 3.299
C -1.582 4.149 4.320
C -1.727 5.525 4.205
C -2.320 6.082 3.077
C -2.775 5.260 2.054
C -5.265 1.998 1.382
C -6.447 2.256 0.693
C -7.646 1.758 1.187
C -7.660 1.015 2.359
C -6.480 0.770 3.050
C -5.276 1.257 2.563
H -5.225 2.836 -1.879
H -5.116 4.188 -3.924
H -3.191 5.682 -4.328
H -1.354 5.816 -2.680
H -1.478 4.522 -0.586
H -1.891 2.244 3.388
H -1.126 3.717 5.201
H -1.376 6.170 5.000
H -2.439 7.155 2.999
H -3.245 5.698 1.181
H -6.456 2.853 -0.209
H -8.568 1.950 0.655
H -8.595 0.623 2.737
H -6.495 0.197 3.968
H -4.358 1.049 3.101

=====

The following is a DFT calculation (wB97M-V/def2-TZVPD) of a molecular structure, C37H29N7ORuS3.

As for the total charge: +1. For the HOMO energy (alpha / beta), the calculation gives -9.84 / -10.87 eV. The spin multiplicity is 6. The calculation puts the orbital gap (alpha / beta) at 6.61 / 6.88 eV.

Cartesian coordinates (Å):
Ru -0.706 0.021 -0.651
S 3.949 0.823 -1.542
C 4.035 -0.542 -0.478
C 5.154 -1.271 -0.082
C 4.970 -2.290 0.832
C 3.701 -2.562 1.358
C 2.594 -1.840 0.958
C 2.758 -0.832 0.009
N 1.757 -0.008 -0.499
C 2.239 0.908 -1.286
C 1.381 1.959 -1.850
C 1.906 3.011 -2.598
C 1.076 4.035 -3.020
C -0.270 4.010 -2.675
C -0.787 2.948 -1.940
C 0.021 1.890 -1.527
H 6.138 -1.033 -0.464
H 5.823 -2.868 1.166
H 3.590 -3.339 2.104
H 1.621 -1.998 1.401
H 2.964 3.039 -2.837
H 1.477 4.857 -3.598
H -0.918 4.826 -2.975
H -1.838 2.961 -1.674
S 0.281 -3.602 -7.269
N 0.648 -4.085 -5.778
C 0.089 -3.217 -4.954
C 0.168 -3.258 -3.503
C 0.794 -4.278 -2.782
C 0.780 -4.227 -1.409
C 0.189 -3.131 -0.783
N -0.372 -2.141 -1.460
C -0.428 -2.217 -2.800
C -1.213 -1.180 -3.486
N -1.861 -0.304 -2.704
C -2.650 0.600 -3.268
C -2.817 0.696 -4.646
C -2.143 -0.185 -5.458
C -1.331 -1.158 -4.873
C -0.628 -2.187 -5.621
N -0.600 -2.296 -6.937
H 1.264 -5.096 -3.314
H 1.234 -5.007 -0.814
H 0.169 -3.033 0.292
H -3.173 1.265 -2.593
H -3.469 1.452 -5.059
H -2.242 -0.151 -6.536
C -2.527 2.573 5.034
C -1.607 3.043 3.917
N -2.131 2.675 2.593
C -2.913 3.712 1.914
C -2.020 4.714 1.195
C -1.878 1.468 2.092
S -2.582 1.057 0.531
N -1.189 0.642 2.869
C -0.663 -0.520 2.504
O -0.548 -0.982 1.334
C -0.108 -1.347 3.615
C 0.107 -2.710 3.421
C 0.643 -3.489 4.434
C 0.979 -2.905 5.649
C 0.756 -1.550 5.853
C 0.207 -0.775 4.843
H -2.161 2.936 5.996
H -2.561 1.484 5.063
H -3.542 2.952 4.893
H -0.617 2.613 4.031
H -1.508 4.128 3.929
H -3.521 4.204 2.674
H -3.589 3.243 1.210
H -1.332 5.208 1.883
H -2.631 5.484 0.721
H -1.434 4.211 0.424
H -0.184 -3.162 2.482
H 0.792 -4.551 4.282
H 1.406 -3.509 6.440
H 1.009 -1.097 6.803
H 0.024 0.281 4.994

=====

The following is a DFT calculation (wB97M-V/def2-TZVPD) of a molecular structure, C37H30AuClNO2P2.

As for the total charge: +1. For the HOMO energy, the calculation gives -10.54 eV. The spin multiplicity is 1. The calculation puts the orbital gap at 7.07 eV.

Cartesian coordinates (Å):
Au 0.596 -0.475 -0.156
C 3.734 0.162 0.319
P 2.322 1.202 -0.189
C 1.802 2.188 1.242
C 0.824 3.160 1.024
C 0.332 3.897 2.087
C 0.810 3.663 3.373
C 1.777 2.694 3.590
C 2.277 1.954 2.526
C 2.936 2.345 -1.429
C 2.876 2.004 -2.780
C 3.403 2.862 -3.732
C 3.982 4.059 -3.334
C 4.038 4.400 -1.989
C 3.510 3.550 -1.030
C 3.218 -1.013 1.077
C 3.716 -1.766 2.098
C 2.749 -2.779 2.394
C 1.701 -2.599 1.542
C 0.389 -3.314 1.390
P -0.593 -2.454 0.117
C -2.300 -2.247 0.613
C -2.654 -2.118 1.957
C -3.958 -1.796 2.296
C -4.903 -1.578 1.301
C -4.554 -1.705 -0.036
C -3.255 -2.041 -0.383
C -0.559 -3.375 -1.421
C -0.388 -2.696 -2.626
C -0.391 -3.402 -3.820
C -0.558 -4.779 -3.810
C -0.737 -5.456 -2.610
C -0.743 -4.758 -1.415
N 1.996 -1.536 0.706
H 4.455 0.763 0.873
H 4.217 -0.156 -0.611
H 0.443 3.338 0.023
H -0.425 4.651 1.915
H 0.429 4.242 4.204
H 2.146 2.510 4.591
H 3.012 1.180 2.711
H 2.419 1.070 -3.086
H 3.358 2.600 -4.780
H 4.387 4.734 -4.077
H 4.491 5.334 -1.684
H 3.547 3.824 0.017
H 4.677 -1.632 2.569
H 2.832 -3.555 3.138
H -0.171 -3.332 2.324
H 0.518 -4.349 1.065
H -1.919 -2.257 2.738
H -4.235 -1.706 3.338
H -5.917 -1.313 1.571
H -5.294 -1.544 -0.809
H -2.984 -2.138 -1.427
H -0.262 -1.620 -2.632
H -0.260 -2.877 -4.757
H -0.553 -5.331 -4.741
H -0.873 -6.529 -2.606
H -0.903 -5.292 -0.486
Cl -5.773 3.339 0.408
C -4.308 2.487 0.028
C -3.941 2.289 -1.303
C -2.784 1.613 -1.604
C -1.933 1.099 -0.610
O -0.862 0.474 -1.099
C -2.310 1.306 0.737
C -1.601 0.868 1.938
O -0.560 0.240 2.006
C -3.503 2.003 1.019
H -4.574 2.667 -2.095
H -2.492 1.455 -2.634
H -2.107 1.148 2.880
H -3.781 2.152 2.056

=====

The following is a DFT calculation (wB97M-V/def2-TZVPD) of a molecular structure, C37H30BClF9N5O3PbSe.

For the HOMO energy, the calculation gives -7.44 eV. The spin multiplicity is 1. The calculation puts the orbital gap at 4.87 eV.

Cartesian coordinates (Å):
Pb -0.706 0.828 1.192
C -1.946 3.380 3.352
O -0.870 3.100 2.447
C 0.353 3.645 2.719
C 0.620 4.386 3.860
C 1.873 4.952 4.030
C 2.856 4.796 3.070
C 2.589 4.053 1.934
C 1.344 3.464 1.753
N 1.044 2.658 0.611
N 1.725 2.976 -0.396
C 1.587 2.336 -1.607
C 0.804 1.189 -1.853
O 0.146 0.531 -0.957
C 0.772 0.669 -3.194
C 1.481 1.235 -4.195
C 2.300 2.384 -3.974
C 3.046 2.960 -5.020
C 3.830 4.061 -4.800
C 3.881 4.621 -3.513
C 3.160 4.080 -2.479
C 2.353 2.939 -2.679
H -2.081 4.459 3.432
H -1.738 2.942 4.328
H -2.821 2.919 2.905
H -0.132 4.506 4.624
H 2.078 5.513 4.932
H 3.834 5.238 3.211
H 3.339 3.917 1.168
H 0.158 -0.211 -3.345
H 1.439 0.817 -5.195
H 2.984 2.514 -6.006
H 4.401 4.500 -5.608
H 4.493 5.495 -3.333
H 3.199 4.528 -1.497
C -4.196 -2.562 1.976
C -2.783 -2.223 1.879
N -1.672 -1.945 1.807
H -4.786 -1.645 1.982
H -4.379 -3.120 2.892
H -4.488 -3.164 1.117
Cl 4.184 0.758 1.763
C 3.301 -0.642 2.167
C 3.433 -1.171 3.427
C 2.684 -2.290 3.770
C 1.822 -2.928 2.869
C 1.709 -2.437 1.602
C 2.448 -1.276 1.201
C 2.334 -0.839 -0.087
H 4.056 -0.678 4.157
H 2.764 -2.667 4.781
H 1.243 -3.782 3.190
H 1.043 -2.877 0.867
H 1.776 -1.401 -0.823
H 2.866 0.049 -0.413
C 1.763 -5.257 -2.703
N 0.389 -5.275 -3.163
C -0.179 -6.215 -4.004
C -1.469 -5.863 -4.172
N -1.678 -4.714 -3.435
C -2.932 -3.991 -3.315
C -0.534 -4.351 -2.810
Se -0.326 -2.888 -1.719
H 2.310 -6.044 -3.217
H 1.800 -5.422 -1.627
H 2.209 -4.289 -2.924
H 0.384 -7.038 -4.405
H -2.251 -6.322 -4.749
H -3.640 -4.413 -4.023
H -2.771 -2.936 -3.525
H -3.319 -4.078 -2.301
F 2.312 1.307 4.409
B 1.125 0.597 4.591
F 0.740 0.066 3.295
F 0.085 1.408 5.035
F 1.345 -0.496 5.435
F -7.101 -1.416 -1.047
C -6.080 -0.687 -0.572
C -4.808 -0.831 -1.097
F -4.596 -1.715 -2.084
C -3.759 -0.089 -0.594
F -2.533 -0.261 -1.116
C -3.904 0.836 0.456
O -2.919 1.533 0.941
C -5.212 0.947 0.963
F -5.445 1.798 1.972
C -6.271 0.208 0.465
F -7.490 0.348 0.998

=====

The following is a DFT calculation (wB97M-V/def2-TZVPD) of a molecular structure, C37H30BrF7N5O5S2Sb2Ti at a distorted geometry.

As for the total charge: -1. For the HOMO energy (alpha / beta), the calculation gives -3.63 / -3.63 eV. The spin multiplicity is 1. The calculation puts the orbital gap (alpha / beta) at 3.95 / 3.95 eV.

Cartesian coordinates (Å):
Ti -0.678 -0.395 -1.132
C 0.806 3.039 1.394
C 1.674 2.692 0.145
C 2.888 1.785 0.483
Sb 2.311 -0.121 1.354
C 3.477 -1.414 0.095
C 2.879 -2.543 -0.468
C 3.600 -3.379 -1.315
C 4.923 -3.088 -1.612
C 5.526 -1.962 -1.061
C 4.806 -1.132 -0.210
C 3.892 -0.212 2.837
C 4.970 0.667 2.953
C 6.005 0.424 3.854
C 5.978 -0.703 4.663
C 4.901 -1.581 4.580
C 3.871 -1.333 3.680
Sb -1.098 2.015 1.478
C -1.955 3.307 2.990
C -2.643 2.739 4.065
C -3.356 3.531 4.965
C -3.392 4.906 4.795
C -2.702 5.488 3.733
C -1.992 4.697 2.841
C -2.160 3.299 0.116
C -1.560 4.326 -0.611
C -2.335 5.190 -1.378
C -3.713 5.031 -1.435
C -4.316 3.992 -0.738
C -3.541 3.133 0.034
H 0.575 4.102 1.449
H 1.342 2.762 2.305
H 2.042 3.615 -0.306
H 1.070 2.202 -0.615
H 3.442 1.543 -0.426
H 3.537 2.310 1.183
H 1.835 -2.760 -0.270
H 3.124 -4.253 -1.745
H 5.484 -3.733 -2.278
H 6.557 -1.727 -1.301
H 5.287 -0.255 0.212
H 5.020 1.554 2.331
H 6.839 1.115 3.915
H 6.791 -0.900 5.352
H 4.871 -2.464 5.210
H 3.037 -2.027 3.625
H -2.624 1.663 4.208
H -3.887 3.070 5.790
H -3.956 5.525 5.482
H -2.733 6.562 3.592
H -1.482 5.167 2.009
H -0.482 4.450 -0.599
H -1.857 5.978 -1.950
H -4.313 5.703 -2.036
H -5.390 3.852 -0.791
H -4.028 2.338 0.595
F 3.102 2.654 -3.243
C 1.880 2.196 -3.507
F 0.967 3.057 -3.056
F 1.737 2.072 -4.824
S 1.684 -0.228 -2.994
O 1.167 -0.197 -1.455
O 3.118 -0.404 -3.000
N 1.061 -1.762 -3.537
S -0.339 -2.300 -3.292
O -0.773 -2.224 -1.819
O -1.429 -1.999 -4.178
C -0.179 -4.112 -3.447
F 0.493 -4.437 -4.539
F 0.446 -4.623 -2.381
F -1.400 -4.644 -3.505
O -1.100 1.284 -1.701
N -0.975 0.544 -2.867
C -1.445 1.134 -3.985
C -2.158 2.363 -3.991
N -2.788 3.328 -4.079
C -1.183 0.577 -5.279
N -1.003 0.243 -6.368
F -0.632 -1.103 0.533
Br -7.529 -0.282 -0.287
C -5.667 -0.434 -0.521
C -4.852 -0.660 0.568
C -3.485 -0.721 0.353
N -2.934 -0.581 -0.848
C -3.741 -0.428 -1.898
C -5.118 -0.332 -1.781
H -5.258 -0.784 1.563
H -2.800 -0.896 1.170
H -3.274 -0.405 -2.873
H -5.731 -0.195 -2.660